{"formula": "C45H46BrF10N5O7PS2SiTl", "method": "ωB97M-V/def2-TZVPD", "species": ["Tl", "C", "Si", "C", "N", "C", "C", "C", "C", "C", "C", "C", "C", "C", "C", "C", "C", "C", "C", "C", "C", "C", "H", "H", "H", "H", "H", "H", "H", "H", "H", "H", "H", "H", "H", "H", "H", "H", "H", "H", "H", "H", "H", "H", "H", "H", "F", "C", "F", "F", "S", "O", "O", "N", "S", "O", "O", "C", "F", "F", "F", "F", "C", "C", "F", "C", "F", "C", "P", "C", "C", "C", "C", "C", "C", "C", "C", "C", "C", "C", "C", "C", "Br", "C", "F", "H", "H", "H", "H", "H", "H", "H", "H", "H", "H", "O", "N", "O", "C", "N", "C", "C", "C", "N", "C", "C", "O", "H", "H", "H", "H", "H", "H", "H", "H", "H", "H", "H", "H"], "xyz": [[0.0818, 0.0983, -0.3312], [1.0217, -2.1539, 0.4158], [1.1777, -3.0479, -1.1970], [1.8559, -1.7963, -2.4972], [1.0219, -0.6347, -2.7850], [-0.1574, -0.9767, -3.5977], [-0.6418, 0.2032, -4.4329], [0.4333, 0.6624, -5.4323], [1.8411, 0.4583, -4.8495], [1.7741, 0.5087, -3.3253], [-0.4065, -3.8750, -1.7941], [-1.6651, -3.4562, -1.3595], [-2.8167, -4.1085, -1.7704], [-2.7305, -5.2059, -2.6148], [-1.4890, -5.6317, -3.0665], [-0.3424, -4.9634, -2.6675], [2.5120, -4.3683, -0.9734], [3.8669, -4.0410, -1.0385], [4.8439, -5.0025, -0.8322], [4.4810, -6.3119, -0.5546], [3.1386, -6.6522, -0.4728], [2.1646, -5.6861, -0.6704], [1.9297, -1.7878, 0.8809], [0.2515, -2.3923, 1.1419], [2.0834, -2.3446, -3.4245], [2.7995, -1.4309, -2.0845], [-0.9551, -1.3201, -2.9342], [0.0817, -1.8188, -4.2652], [-0.9122, 1.0191, -3.7651], [-1.5448, -0.1001, -4.9637], [0.2785, 1.7189, -5.6583], [0.3333, 0.1077, -6.3673], [2.5208, 1.2308, -5.2135], [2.2517, -0.5058, -5.1605], [1.2851, 1.4315, -3.0115], [2.7701, 0.4971, -2.8853], [-1.7457, -2.6011, -0.6996], [-3.7827, -3.7617, -1.4264], [-3.6282, -5.7257, -2.9228], [-1.4144, -6.4888, -3.7233], [0.6233, -5.2947, -3.0316], [4.1682, -3.0206, -1.2430], [5.8901, -4.7312, -0.8862], [5.2417, -7.0656, -0.4007], [2.8498, -7.6715, -0.2524], [1.1197, -5.9577, -0.5890], [2.9644, 0.7847, 5.0802], [1.6841, 0.5655, 4.7771], [1.1292, -0.0972, 5.7928], [1.0756, 1.7410, 4.6743], [1.5733, -0.4363, 3.1844], [0.4842, 0.1598, 2.4250], [1.4058, -1.7806, 3.6241], [2.9893, -0.2252, 2.5300], [3.1694, 0.9172, 1.4549], [2.5223, 2.1581, 1.7440], [3.1005, 0.3913, 0.1117], [4.9871, 1.2424, 1.7259], [5.7242, 0.2071, 1.3205], [5.2338, 1.4592, 3.0145], [5.3894, 2.3220, 1.0462], [-8.3303, 0.5767, 1.2993], [-7.0203, 0.5589, 1.5229], [-6.4460, -0.4481, 2.2728], [-7.2031, -1.4206, 2.7789], [-5.0788, -0.4604, 2.5139], [-4.6526, -1.4545, 3.2945], [-4.2210, 0.5108, 2.0002], [-2.3487, 0.5093, 2.0247], [-2.0756, 1.9532, 3.1194], [-1.0780, 2.8443, 2.7344], [-0.8043, 3.9627, 3.5026], [-1.5323, 4.2002, 4.6583], [-2.5538, 3.3369, 5.0270], [-2.8295, 2.2148, 4.2598], [-2.0643, -0.9604, 3.0760], [-1.7696, -0.9238, 4.4311], [-1.5547, -2.1049, 5.1241], [-1.6128, -3.3231, 4.4672], [-1.8944, -3.3664, 3.1100], [-2.1144, -2.1874, 2.4188], [-4.8411, 1.5219, 1.2479], [-3.8247, 2.9173, 0.5065], [-6.2051, 1.5585, 1.0231], [-6.7470, 2.5538, 0.3227], [-0.4943, 2.6437, 1.8441], [-0.0175, 4.6398, 3.1976], [-1.3018, 5.0586, 5.2753], [-3.1441, 3.5416, 5.9108], [-3.6256, 1.5405, 4.5530], [-1.6989, 0.0255, 4.9436], [-1.3325, -2.0687, 6.1823], [-1.4160, -4.2392, 5.0079], [-1.9464, -4.3147, 2.5896], [-2.3588, -2.2059, 1.3622], [-2.5092, -0.5965, -0.6657], [-2.8376, 0.3445, -1.3775], [-1.9455, 1.0868, -1.7911], [-1.2569, 4.1550, -1.2626], [0.1130, 4.5233, -1.5581], [0.3196, 5.8839, -2.0170], [1.7490, 6.3085, -1.7508], [2.6637, 5.2821, -2.3873], [2.3480, 3.9584, -1.8834], [3.4396, 3.0087, -1.8990], [1.1042, 3.5946, -1.4572], [0.8705, 2.4490, -1.0264], [-1.5952, 4.6097, -0.3267], [-1.3222, 3.0784, -1.1719], [-1.9133, 4.4783, -2.0730], [-0.3793, 6.5308, -1.4829], [0.0946, 5.9599, -3.0889], [1.9283, 6.3307, -0.6742], [1.9406, 7.2987, -2.1617], [3.7064, 5.4927, -2.1417], [2.5664, 5.3099, -3.4810], [4.2986, 3.4210, -1.3677], [3.7350, 2.7854, -2.9297], [3.1277, 2.1013, -1.4000]], "forces_ev_per_a": [[-0.28, -1.07, -0.56], [-0.85, 1.33, -0.51], [0.30, -0.32, -0.77], [-0.10, -0.14, 0.25], [-0.21, 0.35, 0.70], [-0.26, -0.03, -0.14], [0.25, -0.04, -0.05], [-0.03, -0.13, 0.10], [-0.05, 0.05, 0.08], [0.14, -0.01, -0.46], [0.14, 0.11, 0.32], [0.19, -0.03, 0.13], [-0.13, 0.01, 0.01], [0.03, 0.03, 0.00], [-0.03, 0.01, -0.04], [0.13, 0.06, -0.04], [-0.25, 0.29, 0.01], [0.00, 0.04, -0.01], [0.07, -0.01, -0.01], [-0.02, 0.01, -0.03], [0.00, -0.04, 0.03], [-0.01, 0.02, 0.01], [0.12, -0.02, -0.10], [-0.08, 0.02, 0.06], [0.05, -0.09, 0.07], [0.05, -0.03, 0.01], [0.00, -0.04, -0.09], [0.04, 0.00, 0.04], [-0.06, -0.03, -0.05], [-0.06, 0.06, 0.09], [-0.02, -0.02, -0.08], [0.02, 0.06, -0.04], [0.07, -0.05, -0.02], [0.04, 0.00, -0.01], [0.05, -0.05, -0.02], [-0.08, -0.03, 0.05], [-0.06, -0.14, -0.05], [-0.01, 0.02, 0.01], [-0.01, -0.01, 0.00], [0.00, 0.01, -0.03], [0.00, -0.09, -0.01], [0.05, 0.02, -0.01], [0.01, 0.02, 0.00], [0.02, -0.01, 0.01], [0.00, -0.01, 0.02], [-0.02, -0.06, -0.01], [-0.03, -0.07, -0.04], [0.13, 0.06, 0.19], [-0.06, -0.12, -0.17], [-0.07, -0.01, -0.22], [-0.34, 0.40, 0.50], [0.57, 0.14, 0.18], [0.19, -0.22, 0.04], [-0.35, -0.02, -0.24], [1.12, -0.04, 0.26], [-0.23, 0.31, -0.06], [-0.21, 0.04, -0.27], [0.17, -0.15, 0.18], [-0.15, -0.02, -0.01], [-0.12, 0.00, -0.02], [-0.32, -0.04, -0.14], [-0.02, -0.02, 0.01], [0.09, 0.00, 0.05], [0.03, -0.04, 0.00], [-0.09, 0.05, -0.01], [0.13, 0.21, -0.03], [-0.15, -0.06, 0.03], [0.03, 0.10, -0.49], [-0.37, 0.13, 0.79], [0.04, -0.20, -0.10], [0.00, -0.09, 0.13], [0.02, 0.03, -0.05], [0.01, 0.06, -0.01], [-0.09, -0.01, 0.05], [0.09, 0.08, -0.03], [0.16, 0.04, -0.15], [-0.04, 0.00, -0.05], [0.00, 0.02, 0.04], [0.05, -0.07, 0.03], [-0.01, 0.00, -0.07], [0.05, 0.07, -0.03], [0.00, -0.14, 0.10], [-0.12, 0.13, -0.08], [0.24, 0.06, 0.02], [-0.16, -0.06, -0.02], [0.04, 0.03, -0.05], [0.04, 0.01, 0.04], [-0.04, 0.05, -0.01], [0.03, -0.02, 0.04], [-0.02, 0.00, -0.01], [0.02, 0.00, 0.05], [0.05, -0.01, 0.01], [-0.04, -0.02, 0.02], [0.02, -0.01, 0.00], [0.00, -0.06, -0.02], [0.62, -0.21, 0.09], [-1.18, -0.05, -0.43], [1.23, -0.04, 0.59], [0.07, -0.14, 0.12], [-0.04, -0.07, 0.10], [0.18, 0.10, 0.01], [-0.04, -0.11, -0.11], [-0.13, 0.15, 0.01], [-0.04, -0.06, 0.15], [-0.04, -0.06, 0.09], [-0.09, 0.12, -0.15], [-0.03, -0.35, 0.21], [0.04, 0.09, -0.01], [-0.10, 0.04, -0.02], [0.01, 0.01, -0.01], [-0.02, -0.04, -0.02], [-0.04, 0.03, 0.04], [0.01, 0.06, 0.01], [-0.01, 0.02, 0.01], [-0.02, -0.03, -0.02], [0.04, 0.01, 0.03], [0.02, 0.02, 0.00], [0.03, -0.01, 0.04], [0.04, -0.07, 0.02]], "gap_ev": [6.18, 6.17], "homo_energy_ev": [-8.42, -8.42], "total_charge": 0, "e_tot_ha": -7715.11439, "de_lowest_ev": 0.000, "max_force_ha_per_bohr": 0.03218}

=====

{"formula": "C3H3NS", "method": "ωB97M-V/def2-TZVPD", "species": ["C", "C", "C", "N", "S", "H", "H", "H"], "xyz": [[0.6047, 0.6744, 1.1752], [-0.7868, -0.4796, -0.5621], [0.5227, -0.0398, -0.0620], [0.6934, 1.2553, 2.1588], [0.2968, -1.6720, -0.0638], [-1.6018, -0.1358, 0.0237], [-1.0156, -0.1991, -1.5192], [1.2867, 0.5965, -1.1505]], "forces_ev_per_a": [[0.29, 0.30, -0.16], [-1.61, 1.80, 1.08], [3.38, 5.25, -3.43], [-0.03, 0.14, 0.30], [0.80, -5.03, 0.25], [-0.73, -0.40, 1.07], [-0.01, -0.09, -2.77], [-2.10, -1.98, 3.66]], "gap_ev": 10.07, "homo_energy_ev": -9.78, "total_charge": 0, "e_tot_ha": -568.94672, "de_lowest_ev": 1.928, "max_force_ha_per_bohr": 0.13853}

=====

{"formula": "C3H9NO2S", "method": "ωB97M-V/def2-TZVPD", "species": ["C", "C", "C", "N", "S", "O", "O", "H", "H", "H", "H", "H", "H", "H", "H", "H"], "xyz": [[-0.0909, 1.0641, -1.0050], [0.1998, 0.3531, 0.2629], [-0.7553, -0.8072, 0.3424], [-2.0962, -0.2946, 0.4390], [1.9952, -0.1834, 0.2507], [2.4116, -0.3464, -1.0894], [2.7913, 0.7452, 1.0132], [-0.3033, 0.3654, -1.7317], [-0.8478, 1.8627, -1.0180], [0.9450, 1.4529, -1.3473], [0.3197, 0.9108, 1.1368], [-0.6138, -1.4117, -0.5729], [-0.4151, -1.4072, 1.1635], [-2.8932, -0.6123, -0.1327], [-2.5074, -0.1875, 1.4218], [1.8602, -1.5038, 0.8668]], "forces_ev_per_a": [[3.12, 3.13, -0.15], [1.00, -1.18, -0.85], [0.26, -0.55, -0.18], [-2.57, 0.50, 2.07], [-1.15, -0.19, 0.95], [0.43, -1.12, -1.87], [-0.59, -0.64, 0.76], [-0.77, -1.52, -1.65], [0.43, -0.39, 0.42], [-1.88, 0.18, 0.17], [-0.82, 1.29, 1.49], [-0.24, 0.21, 0.37], [-0.43, -0.83, 0.76], [1.40, -0.23, 0.13], [1.31, -0.28, -1.93], [0.50, 1.63, -0.48]], "gap_ev": 10.19, "homo_energy_ev": -9.65, "smiles": "C[C@@H](CN)[SH](=O)=O", "total_charge": 0, "e_tot_ha": -723.04852, "de_lowest_ev": 3.261, "max_force_ha_per_bohr": 0.08605}

=====

{"formula": "C4H15NO3", "method": "ωB97M-V/def2-TZVPD", "species": ["C", "N", "C", "C", "C", "O", "H", "H", "H", "H", "H", "H", "H", "H", "H", "H", "H", "H", "H", "O", "H", "H", "O"], "xyz": [[-0.8189, 1.7880, -0.5015], [-0.4229, 0.5711, 0.1120], [-1.3849, 0.1383, 1.1623], [1.0525, 0.5359, 0.6672], [2.0760, 0.6069, -0.3143], [0.4617, -2.1869, -0.6877], [-1.6802, 1.6165, -1.0851], [-1.0548, 2.6563, 0.1673], [-0.0119, 2.1968, -1.0893], [-2.1608, -0.5756, 0.7074], [-1.9225, 0.9611, 1.6396], [-0.7156, -0.4660, 1.7461], [1.0487, -0.3943, 1.2368], [1.1358, 1.5540, 1.2633], [2.6393, -0.2619, -0.6907], [2.8009, 1.3670, -0.3908], [1.1592, -1.4718, -0.6026], [0.0208, -2.5356, 0.1988], [-1.1719, -3.1953, 1.6363], [-0.6568, -2.3676, 1.5343], [0.3279, 0.4620, -2.4337], [-0.3203, -0.7962, -1.7485], [-0.4013, -0.2028, -2.5271]], "forces_ev_per_a": [[1.02, 1.90, 0.74], [-0.84, -0.22, 1.44], [0.32, -0.53, -1.42], [-1.35, 2.58, -0.02], [1.75, -1.69, 0.42], [1.21, 0.98, -0.97], [-0.97, -0.37, -0.77], [0.06, -0.79, 0.15], [0.25, -0.08, -0.72], [1.26, 0.84, 0.33], [0.35, 0.04, 0.16], [-1.09, -0.30, 1.15], [0.12, -0.12, 0.08], [-0.12, -2.06, -0.68], [-0.96, -0.28, 0.04], [-0.08, 1.88, -0.25], [-1.49, -2.08, 0.45], [0.34, 1.41, 0.53], [0.58, 0.62, 0.22], [-0.38, -1.42, -0.35], [-0.95, -1.02, -0.21], [0.06, -0.17, -0.33], [0.93, 0.86, 0.03]], "gap_ev": 3.94, "homo_energy_ev": -8.03, "total_charge": 0, "e_tot_ha": -441.56961, "de_lowest_ev": 8.497, "max_force_ha_per_bohr": 0.05664}